86
Properties=species:S:1:pos:R:3 method="wB97M-V/def2-TZVPD" multiplicity=2 e_above_lowest_kcal_mol=79.84 orbital_gap_ev="3.81 / 4.01" largest_force_ev_per_a=4.722 total_charge=-2 homo_ha="-0.02645 / -0.02649"
V 0.41785 0.23339 0.60278
C 3.35838 2.80453 1.33843
C 1.92103 2.42720 1.66883
O 1.40548 1.50221 0.76338
C 1.73667 1.86811 3.16213
C 1.62438 0.38818 3.27447
C 2.32335 -0.31739 4.39724
N 1.06884 -0.31676 2.34732
N 1.19096 -1.68627 2.38507
C 1.58403 -2.11105 1.19592
O 1.98534 -1.33103 0.26963
C 1.35170 -3.54906 0.93837
C 0.57752 -4.34874 1.98260
C 0.82943 -5.82989 1.78417
C 0.75637 -6.27774 0.54314
C 0.44255 -5.24222 -0.51559
C 1.33894 -4.04116 -0.29822
H 3.41057 3.35447 0.40059
H 3.95520 1.89307 1.24687
H 3.76470 3.43301 2.12871
H 2.53869 2.23421 3.79921
H 2.84364 0.39202 5.03585
H 3.02610 -1.04721 3.99215
H 1.59055 -0.86925 4.98875
H 0.80620 -4.01448 2.99050
H 1.01723 -6.46322 2.64237
H 0.88574 -7.31472 0.25898
H 0.50299 -5.64141 -1.52463
H 1.76397 -3.50817 -1.13900
O -3.39895 1.71318 0.17348
C -2.49668 0.91172 0.37710
O -1.26654 1.23471 0.61155
C -2.85467 -0.56204 0.34593
C -4.16776 -0.97068 0.27382
C -4.47476 -2.32656 0.18185
C -3.46855 -3.29486 0.21166
C -2.16187 -2.89182 0.31947
C -1.82844 -1.51552 0.33904
O -0.58617 -1.12580 0.32823
N -1.02858 -3.71537 0.44757
O -0.96997 -4.83847 -0.37088
O -0.83963 -4.08964 1.79155
N -5.84495 -2.74831 0.08855
O -6.08369 -3.94321 -0.03006
O -6.72422 -1.90319 0.13337
H -4.94757 -0.22284 0.27028
H -3.72863 -4.34104 0.14989
F 1.06130 5.38902 0.63230
C 0.67530 4.81609 1.79357
C 0.93355 3.50121 2.06151
C 0.52723 2.83266 3.30295
F -0.66455 1.94512 3.18584
C 0.33112 3.77993 4.37319
F 0.48691 3.38150 5.67516
C 0.04709 5.08466 4.08654
F -0.25769 5.93315 5.08981
C 0.12029 5.60669 2.78573
F -0.22997 6.90348 2.55590
C -1.13244 3.68692 -1.36363
Si 0.07461 2.70781 -2.39090
C 1.84827 3.33618 -2.28519
C -0.38144 2.70861 -4.23594
H -1.06786 4.74714 -1.62238
H -0.90202 3.57607 -0.30598
H -2.16303 3.35817 -1.48799
H 1.86830 4.42843 -2.28276
H 2.45465 2.97416 -3.11527
H 2.30435 2.99921 -1.35648
H -0.33041 3.70941 -4.67580
H -1.38793 2.31987 -4.40085
H 0.30944 2.05930 -4.77983
N -0.69413 -2.18600 -5.87512
C 0.47295 -1.83331 -5.19266
S 1.94875 -2.19175 -5.98125
C 0.36779 -1.16186 -3.98822
C -0.89930 -0.78261 -3.38372
C -0.96874 0.20541 -2.47869
N 0.16876 0.93531 -2.04733
C 1.41575 0.30800 -2.35803
C 1.52682 -0.67137 -3.26605
H -0.53105 -2.83036 -6.62945
H -1.51284 -2.38282 -5.32001
H -1.81787 -1.29489 -3.65013
H -1.91745 0.53333 -2.06544
H 2.27688 0.68583 -1.82114
H 2.49193 -1.10859 -3.48470



72
Properties=species:S:1:pos:R:3 method="wB97M-V/def2-TZVPD" multiplicity=5 orbital_gap_ev="6.54 / 2.86" largest_force_ev_per_a=3.482 total_charge=+1 homo_ha="-0.38680 / -0.38593"
Rh 2.62715 1.33442 0.75161
O -0.90187 -2.90636 6.34896
C -0.57558 -1.65199 6.01636
O -1.01699 -0.71294 6.62109
C 0.33839 -1.46637 4.85376
C 0.38827 -2.34018 3.76515
C 1.15201 -2.03955 2.66059
C 1.92489 -0.86238 2.62175
C 1.89236 -0.00199 3.73829
C 1.09935 -0.29382 4.81923
N 2.68901 -0.51696 1.54124
C 3.21037 -1.40511 0.67469
C 3.86195 -0.88131 -0.44481
C 4.49439 -1.60546 -1.48267
C 5.22103 -0.93885 -2.43080
C 5.34080 0.45835 -2.35265
C 4.65230 1.12831 -1.36671
N 3.90496 0.49386 -0.46682
H -0.42565 -3.57788 5.84447
H -0.20613 -3.24301 3.75038
H 1.13963 -2.69692 1.80503
H 2.50594 0.88875 3.72290
H 1.04471 0.36975 5.66820
H 3.21188 -2.46229 0.90174
H 4.37924 -2.67623 -1.50482
H 5.70758 -1.47769 -3.22885
H 5.95186 1.00219 -3.04964
H 4.69819 2.20824 -1.28015
O 1.07954 0.95961 -1.05423
C 1.38484 2.13773 -1.42583
O 2.24696 2.78133 -0.80298
C 0.65910 2.70226 -2.61550
C -0.26568 1.63760 -3.16939
Ge -1.14332 0.65455 -1.59386
C -1.04820 -1.32393 -1.70564
C 0.14559 -2.02048 -1.58028
C 0.16829 -3.39643 -1.72796
C -1.00184 -4.08474 -2.00240
C -2.20074 -3.40069 -2.10073
C -2.22433 -2.02618 -1.94506
C -3.11872 1.21309 -2.00219
C -3.51636 0.93581 -3.29332
C -4.82372 1.20832 -3.66664
C -5.70084 1.76494 -2.75321
C -5.28852 2.03591 -1.46201
C -3.98025 1.76191 -1.08183
C -1.23634 1.22901 0.35432
C -0.97837 2.54594 0.67674
C -0.89471 2.91409 2.01147
C -1.11336 1.97478 3.00297
C -1.41118 0.66669 2.66654
C -1.46518 0.28448 1.33337
H 1.38721 3.03771 -3.35560
H 0.10654 3.58740 -2.29062
H 0.30564 0.87755 -3.70787
H -1.00087 2.06782 -3.84446
H 1.05397 -1.47389 -1.36867
H 1.10190 -3.93279 -1.64589
H -0.97863 -5.15334 -2.14300
H -3.11643 -3.93108 -2.31455
H -3.16094 -1.49161 -2.02381
H -2.83120 0.49683 -4.00440
H -5.14026 0.98645 -4.67536
H -6.71365 1.98936 -3.05089
H -5.97186 2.45957 -0.74022
H -3.66020 1.97357 -0.07375
H -0.83295 3.29675 -0.08692
H -0.65590 3.93799 2.25740
H -1.06655 2.26738 4.04193
H -1.60846 -0.06178 3.43776
H -1.68628 -0.73997 1.06665
F 1.88627 2.52391 1.96239



75
Properties=species:S:1:pos:R:3 method="wB97M-V/def2-TZVPD" e_above_lowest_kcal_mol=16.97 orbital_gap_ev=7.89 largest_force_ev_per_a=3.078 total_charge=+1 homo_ha=-0.40941
Hf 2.33100 -1.46157 0.08130
O 8.60263 -2.01177 -0.59437
C 7.28261 -1.90141 -0.68884
C 6.63982 -0.71775 -1.13230
C 5.25554 -0.72610 -0.99215
N 4.57505 -1.72409 -0.43831
C 5.16634 -2.87693 -0.15087
C 6.52296 -3.02256 -0.32474
C 4.12610 -3.95862 0.14966
O 4.38870 -5.05083 0.46218
O 2.89969 -3.48124 0.07482
C 4.26723 0.32684 -1.51829
O 4.60908 1.32347 -2.08708
O 2.98834 0.03087 -1.20896
H 8.96399 -1.16507 -0.87102
H 7.22742 0.04947 -1.69265
H 7.11627 -3.87994 -0.08403
O 1.62328 -2.35707 2.11608
C 1.06374 -3.66840 2.01939
C 0.00019 -3.52288 0.95821
C -1.29463 -3.90346 1.24464
C -2.32007 -3.57083 0.41022
C -2.03111 -2.75599 -0.69549
C -0.69443 -2.32981 -0.85005
N 0.30524 -2.75082 -0.10425
H 1.13350 -1.85303 2.74900
H 0.62657 -3.94264 2.94016
H 1.89377 -4.28915 1.73761
H -1.45777 -4.45752 2.13068
H -3.29114 -3.88858 0.58735
H -2.83376 -2.36835 -1.27352
H -0.50309 -1.66078 -1.65890
O 2.50775 0.02006 1.55140
C 1.35192 0.53059 1.25841
O 0.65799 -0.07749 0.40630
C 0.93969 1.81067 1.89753
C -0.03270 2.75417 1.27420
Ge -1.61083 2.20431 0.23541
C -1.22669 1.44970 -1.53901
C -2.19613 0.71418 -2.22757
C -1.91916 0.06751 -3.43063
C -0.64779 0.28742 -4.01338
C 0.33290 0.95819 -3.32017
C 0.04494 1.58494 -2.12398
C -2.73520 3.73702 -0.22103
C -3.45733 4.38218 0.77152
C -4.40414 5.32481 0.48243
C -4.64149 5.65223 -0.86450
C -3.86696 5.09785 -1.85607
C -2.91178 4.11980 -1.54699
C -2.68850 0.90991 1.31013
C -4.03634 0.71936 1.02497
C -4.82603 -0.23145 1.64289
C -4.25629 -0.94010 2.70566
C -2.95298 -0.71242 3.06202
C -2.14442 0.15751 2.36836
H 1.90823 2.28288 2.06646
H 0.59115 1.50018 2.91280
H 0.47391 3.54473 0.70200
H -0.50403 3.34540 2.07149
H -3.20052 0.61752 -1.80694
H -2.70115 -0.47999 -3.98328
H -0.39690 -0.21339 -4.93103
H 1.32950 0.98039 -3.72653
H 0.82512 2.09266 -1.58969
H -3.34816 4.00422 1.79995
H -4.96354 5.75333 1.26627
H -5.40345 6.39946 -1.09267
H -4.01178 5.32368 -2.89693
H -2.34379 3.67654 -2.36749
H -4.51773 1.33774 0.26224
H -5.80892 -0.45010 1.31091
H -4.78479 -1.74085 3.26057
H -2.49167 -1.21669 3.92310
H -1.11497 0.28786 2.67536